[1]
The following is a DFT calculation (ωB97M-V with the def2-TZVPD basis set) of an isolated molecule of C21H21F2NO6 at a distorted geometry.

```
51
Properties=species:S:1:pos:R:3
C 1.50498 -5.90674 2.38655
C 0.09816 -5.46417 2.02921
H -0.19435 -5.81366 1.03205
H -0.63452 -5.84352 2.75067
O 0.06383 -4.03952 2.04838
C -1.13898 -3.46468 1.89739
O -2.15442 -4.09387 1.70268
C -1.04819 -2.01299 1.99995
C -2.03330 -1.09537 1.68834
N -1.51192 0.14053 1.88836
C -0.21192 0.05610 2.31504
C 0.10789 -1.27277 2.40431
C 1.40099 -1.88567 2.77444
O 1.67623 -2.33180 3.85570
C 2.39839 -1.93142 1.60883
H 3.41646 -2.05351 1.98243
H 2.11160 -2.78710 0.98369
O 2.36317 -0.74262 0.84120
C 1.48012 -0.68803 -0.17548
O 0.82746 -1.62838 -0.55690
C 1.44569 0.66597 -0.74451
C 0.55081 0.98378 -1.68794
C 0.36747 2.27316 -2.32277
C 1.15657 3.38897 -2.02138
C 0.94287 4.59450 -2.65044
C -0.06825 4.71674 -3.59900
C -0.86378 3.62748 -3.91661
C -0.63903 2.42160 -3.27842
H -1.25867 1.57388 -3.52985
H -1.65171 3.69596 -4.64919
O -0.19063 5.98660 -4.16671
C -1.12780 6.23975 -5.08444
F -1.01624 5.46592 -6.19276
F -2.38958 6.02647 -4.63142
H -1.04589 7.29427 -5.39076
H 1.54669 5.45895 -2.42631
H 1.94585 3.31036 -1.29123
H -0.11721 0.19466 -2.01290
H 2.16142 1.35938 -0.33364
C 0.57736 1.27213 2.64714
H 0.42813 2.04187 1.89019
H 0.27238 1.67760 3.61302
H 1.63397 1.02603 2.69849
H -2.00786 1.00504 1.74060
C -3.41852 -1.30816 1.20507
H -4.13952 -0.88144 1.90237
H -3.56321 -0.83869 0.23213
H -3.59905 -2.37522 1.11866
H 1.79772 -5.46431 3.33508
H 2.20825 -5.58480 1.62304
H 1.54009 -6.98930 2.46766
```

Values from the calculation:
- HOMO (eV) = -8.27

[2]
The following is a DFT calculation (ωB97M-V with the def2-TZVPD basis set) of a structure of composition C21H21I2IrN3OSSe.

```
51
Properties=species:S:1:pos:R:3
Ir -0.38201 -0.51290 0.44050
I -0.44246 -3.28913 -3.98977
C 1.10261 -2.75792 -2.70564
C 2.43314 -3.08286 -3.02949
C 3.48162 -2.74799 -2.21084
I 5.40964 -3.31693 -2.75758
C 3.24206 -2.03660 -1.00769
C 4.22157 -1.59776 -0.08881
C 3.85225 -0.90685 1.03139
C 2.50064 -0.61469 1.26047
N 1.56487 -1.01946 0.42644
C 1.90517 -1.72370 -0.70408
C 0.81129 -2.08978 -1.53657
O -0.41621 -1.78026 -1.12731
H 2.62316 -3.61201 -3.95331
H 5.26438 -1.80824 -0.28568
H 4.58691 -0.56328 1.74474
H 2.17982 -0.05257 2.12547
S -1.70620 -2.03395 1.77322
C -2.10985 -3.19407 0.55814
N -1.46851 -4.33560 0.37279
C -1.97487 -5.07698 -0.78611
C -3.16320 -4.20203 -1.24260
N -3.11623 -3.08996 -0.29038
H -0.62046 -4.55435 0.86558
H -2.28587 -6.07758 -0.49332
H -1.20893 -5.15025 -1.55714
H -4.11479 -4.72517 -1.17058
H -3.02747 -3.83630 -2.25827
H -3.67296 -2.25647 -0.35922
C -1.75170 6.18143 2.54028
C -1.23040 5.01616 1.74733
C -0.67128 5.19154 0.48444
C -0.20054 4.13056 -0.27636
C 0.37518 4.38116 -1.64166
C -0.29555 2.83873 0.25989
Se 0.27473 1.38583 -0.86045
C -0.81554 2.63900 1.53695
C -0.89009 1.28283 2.18246
C -1.28431 3.72774 2.26261
H -1.59171 7.12004 2.01308
H -1.25634 6.24713 3.50993
H -2.82153 6.07653 2.72727
H -0.60010 6.19251 0.07417
H 0.45428 5.44972 -1.83114
H -0.25323 3.94415 -2.42112
H 1.36935 3.94270 -1.74296
H -0.05022 0.60982 1.82182
H -1.86221 0.79686 2.06391
H -0.67685 1.32524 3.24962
H -1.69107 3.56595 3.25559
```

Values from the calculation:
- net charge = +1
- HOMO (eV) = -10.05

[3]
The following is a DFT calculation (ωB97M-V with the def2-TZVPD basis set) of a structure of composition C21H21N10O2RhS.

```
56
Properties=species:S:1:pos:R:3
Rh 0.09158 -2.50922 -0.71169
N 1.67924 -2.49908 3.32426
C 1.66005 -2.64091 1.98786
O 0.74433 -3.25980 1.44303
C 2.79701 -1.96692 1.23864
C 3.13999 -2.62191 -0.05070
H 0.91935 -2.87734 3.86440
H 2.42202 -2.01526 3.79438
H 3.67325 -1.93669 1.90191
H 2.49295 -0.92596 1.08914
H 3.30579 -3.68788 -0.08292
H 3.42388 -2.03360 -0.90897
O 0.56643 -1.54250 -2.54764
N 0.29519 -2.26931 -3.63471
C -0.02593 -1.57801 -4.75248
C -0.28628 -2.21338 -5.92900
C -0.21856 -3.61220 -5.96061
C 0.09331 -4.29617 -4.81784
C 0.35104 -3.63046 -3.60144
S 0.71962 -4.46788 -2.16108
H -0.05830 -0.50888 -4.61121
H -0.54815 -1.63397 -6.80119
H -0.42249 -4.14829 -6.87753
H 0.13880 -5.37504 -4.79929
C -0.04489 1.24201 -1.07146
C -0.63515 0.59540 0.12978
N -0.46984 -0.66067 0.49768
C -1.22063 -0.84370 1.64348
C -1.83622 0.31760 1.96734
N -1.44839 1.22830 1.00859
C -1.96332 2.57949 0.91933
N -1.61916 3.33793 2.09352
N -2.56515 3.61781 3.02066
N -2.03366 4.22951 4.00589
C -0.68320 4.36309 3.75770
C 0.33104 4.94963 4.51858
C 1.60365 4.91989 3.99842
C 1.87540 4.32320 2.74959
C 0.88573 3.74320 1.98863
C -0.40500 3.78031 2.52164
H 0.51668 0.50071 -1.63403
H 0.62198 2.06143 -0.79548
H -0.83815 1.63334 -1.71017
H -1.27528 -1.80393 2.12628
H -2.50421 0.58667 2.76705
H -3.04674 2.55677 0.84400
H -1.56905 3.05117 0.02381
H 0.11094 5.40473 5.47446
H 2.42047 5.36306 4.55215
H 2.89279 4.32501 2.38073
H 1.10220 3.28701 1.03228
N -2.03994 -2.74727 -1.24785
C -2.69403 -1.93974 -1.78844
N -3.46555 -1.12825 -2.42898
C -3.46334 0.12798 -2.01961
N -3.49411 1.24894 -1.72086
```

Values from the calculation:
- spin multiplicity = 5
- HOMO (alpha / beta) (eV) = -7.41 / -7.86
- expectation value of S² = 6.013

[4]
The following is a DFT calculation (ωB97M-V with the def2-TZVPD basis set) of a structure of composition C21H21N3O2PtS2Se2.

```
52
Properties=species:S:1:pos:R:3
Pt -0.21980 -0.51165 0.77876
S 1.71560 -1.07481 -0.19915
C 1.99264 -2.73135 0.32491
C 3.06162 -3.46470 -0.18833
C 3.26732 -4.77565 0.20488
C 2.39847 -5.37117 1.11482
C 1.33444 -4.64920 1.62641
C 1.12867 -3.32457 1.24259
S -0.21271 -2.41272 1.92956
H 3.72733 -2.99641 -0.90429
H 4.09981 -5.33588 -0.20155
H 2.54924 -6.39868 1.42070
H 0.64841 -5.10648 2.33010
Se -3.79619 -1.95246 0.08324
Se -3.65693 0.23117 -0.59941
C -2.82614 1.03211 0.94275
C -3.15420 2.35144 1.22829
C -2.64383 2.92799 2.37808
C -1.86538 2.16448 3.23582
C -1.57280 0.86567 2.86922
N -2.01391 0.31663 1.72218
C -2.37095 -2.79095 -0.91861
C -2.20064 -4.15496 -0.70472
C -1.16541 -4.77971 -1.37283
C -0.37006 -4.03352 -2.23270
C -0.64534 -2.68675 -2.37828
N -1.62907 -2.06747 -1.72166
H -3.81275 2.89988 0.56817
H -2.88235 3.95616 2.62022
H -1.47764 2.56494 4.16108
H -0.96512 0.21950 3.48844
H -2.83931 -4.69724 -0.01945
H -0.97769 -5.83499 -1.22230
H 0.45537 -4.48126 -2.76816
H -0.04299 -2.05961 -3.02344
O 1.17158 2.39567 1.15427
C 0.75247 2.23241 -0.07617
O -0.07831 1.40169 -0.40065
C 1.38429 3.15320 -1.10914
N 2.09520 4.22974 -0.40832
C 1.18849 5.38883 -0.45639
C 0.50659 5.30926 -1.82140
C 0.33104 3.79849 -2.04381
H 2.08961 2.51998 -1.65059
H 2.96345 4.44506 -0.88035
H 1.82256 3.13849 1.09889
H 1.73977 6.31067 -0.28167
H 0.45032 5.28216 0.34414
H 1.15969 5.73768 -2.58403
H -0.44001 5.84729 -1.85057
H 0.49305 3.51171 -3.07998
H -0.66749 3.45988 -1.76960
```

Values from the calculation:
- HOMO (eV) = -6.47

Repeat the third record exactly.
The following is a DFT calculation (ωB97M-V with the def2-TZVPD basis set) of a structure of composition C21H21N10O2RhS.

```
56
Properties=species:S:1:pos:R:3
Rh 0.09158 -2.50922 -0.71169
N 1.67924 -2.49908 3.32426
C 1.66005 -2.64091 1.98786
O 0.74433 -3.25980 1.44303
C 2.79701 -1.96692 1.23864
C 3.13999 -2.62191 -0.05070
H 0.91935 -2.87734 3.86440
H 2.42202 -2.01526 3.79438
H 3.67325 -1.93669 1.90191
H 2.49295 -0.92596 1.08914
H 3.30579 -3.68788 -0.08292
H 3.42388 -2.03360 -0.90897
O 0.56643 -1.54250 -2.54764
N 0.29519 -2.26931 -3.63471
C -0.02593 -1.57801 -4.75248
C -0.28628 -2.21338 -5.92900
C -0.21856 -3.61220 -5.96061
C 0.09331 -4.29617 -4.81784
C 0.35104 -3.63046 -3.60144
S 0.71962 -4.46788 -2.16108
H -0.05830 -0.50888 -4.61121
H -0.54815 -1.63397 -6.80119
H -0.42249 -4.14829 -6.87753
H 0.13880 -5.37504 -4.79929
C -0.04489 1.24201 -1.07146
C -0.63515 0.59540 0.12978
N -0.46984 -0.66067 0.49768
C -1.22063 -0.84370 1.64348
C -1.83622 0.31760 1.96734
N -1.44839 1.22830 1.00859
C -1.96332 2.57949 0.91933
N -1.61916 3.33793 2.09352
N -2.56515 3.61781 3.02066
N -2.03366 4.22951 4.00589
C -0.68320 4.36309 3.75770
C 0.33104 4.94963 4.51858
C 1.60365 4.91989 3.99842
C 1.87540 4.32320 2.74959
C 0.88573 3.74320 1.98863
C -0.40500 3.78031 2.52164
H 0.51668 0.50071 -1.63403
H 0.62198 2.06143 -0.79548
H -0.83815 1.63334 -1.71017
H -1.27528 -1.80393 2.12628
H -2.50421 0.58667 2.76705
H -3.04674 2.55677 0.84400
H -1.56905 3.05117 0.02381
H 0.11094 5.40473 5.47446
H 2.42047 5.36306 4.55215
H 2.89279 4.32501 2.38073
H 1.10220 3.28701 1.03228
N -2.03994 -2.74727 -1.24785
C -2.69403 -1.93974 -1.78844
N -3.46555 -1.12825 -2.42898
C -3.46334 0.12798 -2.01961
N -3.49411 1.24894 -1.72086
```

Values from the calculation:
- spin multiplicity = 5
- HOMO (alpha / beta) (eV) = -7.41 / -7.86
- expectation value of S² = 6.013